No. 1
The following is a DFT calculation (ωB97M-V with the def2-TZVPD basis set) of a molecular structure, C10H14K3N3O5 at a distorted geometry.

energy: -2729.22181 Ha
2S+1: 1
charge: +2

Last column: Mulliken charge in e.
Cartesian coordinates (Å):
K (-0.16, -4.74, -1.08)  0.946
K (3.15, -5.27, 0.54)  0.976
K (2.92, -3.80, 4.15)  0.967
O (1.78, -1.76, 2.60)  -0.389
C (1.17, -2.07, 1.38)  0.307
O (1.18, -3.28, 0.92)  -0.736
O (0.66, -1.13, 0.81)  -0.525
H (1.77, -0.79, 2.49)  0.336
C (2.79, 3.31, 1.07)  -0.744
N (2.63, 1.89, 0.70)  0.919
O (2.27, 1.10, 1.56)  -0.540
O (2.97, 1.54, -0.41)  -0.550
H (1.87, 3.82, 0.83)  0.283
H (3.70, 3.66, 0.61)  0.297
H (2.98, 3.30, 2.14)  0.294
N (-1.37, -1.28, -1.86)  0.253
C (-1.63, -2.22, -2.85)  -0.666
C (-2.66, -3.01, -2.37)  -0.730
C (-2.93, -2.62, -1.03)  -0.747
C (-2.12, -1.53, -0.76)  0.003
H (-0.68, -0.55, -1.93)  0.169
H (-1.18, -2.22, -3.82)  0.443
H (-3.07, -3.88, -2.86)  0.484
H (-3.67, -2.96, -0.32)  0.439
H (-2.04, -0.93, 0.13)  0.390
N (-0.48, 1.56, 0.13)  0.633
C (-1.39, 2.13, 0.97)  -0.542
C (-1.86, 3.27, 0.38)  -0.723
C (-1.21, 3.39, -0.89)  -0.506
C (-0.39, 2.30, -1.02)  -0.726
H (0.08, 0.78, 0.43)  0.119
H (-1.55, 1.73, 1.95)  0.487
H (-2.57, 3.99, 0.74)  0.442
H (-1.33, 4.21, -1.57)  0.459
H (0.37, 2.06, -1.75)  0.480

---

No. 2
The following is a DFT calculation (ωB97M-V with the def2-TZVPD basis set) of 3 unconnected molecules or ions with the total composition C3H12O4 at a distorted geometry.

energy: -422.41199 Ha
SMILES string: OCCCO.O.O
2S+1: 1
charge: 0

Last column: Mulliken charge in e.
Cartesian coordinates (Å):
O (0.67, -2.15, -3.41)  -0.521
C (0.32, -1.80, -2.05)  -0.439
C (-0.34, -0.38, -1.97)  -0.279
C (0.65, 0.72, -1.59)  -0.542
O (0.15, 1.52, -0.51)  -0.508
H (-0.12, -2.16, -3.96)  0.295
H (-0.36, -2.55, -1.66)  0.285
H (1.29, -1.85, -1.56)  0.275
H (-0.93, -0.34, -2.89)  0.332
H (-1.10, -0.52, -1.20)  0.269
H (1.67, 0.37, -1.44)  0.321
H (0.65, 1.42, -2.43)  0.224
H (0.28, 0.98, 0.28)  0.290
O (2.50, 0.58, 3.20)  -0.638
H (2.66, 1.17, 2.45)  0.320
H (1.72, 0.90, 3.67)  0.316
O (-3.49, 1.06, 5.02)  -0.638
H (-2.70, 1.17, 5.56)  0.317
H (-3.50, 1.87, 4.48)  0.322

---

No. 3
The following is a DFT calculation (ωB97M-V with the def2-TZVPD basis set) of a molecular structure, C20H29BrCl2I3N4O5P2S2 at a distorted geometry.

energy: -7240.43581 Ha
2S+1: 1
charge: +1

Last column: Mulliken charge in e.
Cartesian coordinates (Å):
C (0.06, -0.34, -4.64)  -1.118
C (-1.00, -0.24, -3.41)  0.040
C (-0.30, -1.11, -2.22)  -0.097
O (-1.21, -1.24, -1.17)  0.040
N (-0.91, -1.05, 0.16)  1.321
C (-2.04, -1.93, 0.76)  -0.623
I (-3.41, -1.53, 2.44)  0.223
C (-2.31, -3.26, 0.27)  0.125
C (-3.51, -4.18, 0.85)  -1.212
I (-1.19, -4.33, -1.24)  0.064
C (-1.19, 0.47, 0.26)  0.510
N (-2.60, 0.82, 0.51)  -0.110
C (-3.35, 0.97, -0.57)  0.851
C (-3.40, 2.20, -1.57)  -0.930
C (-4.39, -0.24, -0.89)  -0.756
C (-0.10, 1.30, 1.09)  -2.111
I (-0.66, 0.91, 3.22)  0.213
P (-0.42, 3.22, 1.10)  0.363
N (-0.18, 3.85, 2.77)  -0.550
O (-2.03, 3.66, 0.79)  -0.397
C (1.47, 0.95, 0.73)  1.543
C (2.36, 1.87, 1.69)  -0.388
C (2.89, 3.27, 1.13)  -0.165
O (2.59, 4.33, 1.76)  -0.508
Br (4.07, 3.71, -0.39)  -0.135
N (1.93, 1.25, -0.64)  -0.391
C (1.30, 2.00, -1.43)  0.372
S (0.38, 3.06, -2.34)  -0.148
C (1.76, -0.68, 0.79)  1.610
C (2.80, -1.25, -0.29)  0.088
Cl (2.50, -2.57, -1.58)  -0.139
C (4.20, -0.93, -0.37)  -0.237
C (4.92, 0.06, 0.60)  -0.628
Cl (5.33, -1.68, -1.63)  -0.188
P (2.52, -1.30, 2.40)  0.013
O (2.44, -0.38, 3.77)  -0.536
O (3.67, -2.50, 2.26)  -0.428
C (0.33, -1.56, 0.77)  -1.162
S (0.10, -2.52, 2.43)  -0.103
H (-0.39, -0.07, -5.65)  0.382
H (1.00, 0.29, -4.38)  0.227
H (0.47, -1.42, -4.76)  0.285
H (-1.22, 0.83, -3.10)  -0.155
H (-1.94, -0.79, -3.81)  0.347
H (0.68, -0.57, -2.02)  -0.193
H (0.01, -2.08, -2.77)  0.287
H (-3.33, -4.46, 1.96)  0.316
H (-3.60, -5.18, 0.31)  0.408
H (-4.54, -3.67, 0.71)  0.304
H (-1.09, 0.99, -0.78)  -0.518
H (-3.58, 1.84, -2.64)  0.403
H (-2.43, 2.81, -1.56)  0.091
H (-4.22, 2.92, -1.19)  0.342
H (-5.06, 0.09, -1.78)  0.392
H (-5.06, -0.46, 0.01)  0.252
H (-3.80, -1.15, -1.24)  0.097
H (0.19, 4.82, 2.69)  0.285
H (-1.09, 3.95, 3.24)  0.281
H (-2.43, 4.14, 1.56)  0.259
H (1.83, 2.18, 2.67)  0.521
H (3.29, 1.36, 2.14)  0.352
H (4.87, -0.14, 1.72)  0.165
H (4.57, 1.12, 0.39)  -0.032
H (6.06, 0.08, 0.37)  0.460
H (2.64, -0.94, 4.56)  0.294
H (3.32, -3.32, 2.70)  0.407
H (0.60, -2.50, 0.14)  0.230
H (0.83, -3.70, 2.38)  0.197

---

No. 4
The following is a DFT calculation (ωB97M-V with the def2-TZVPD basis set) of 2 unconnected molecules or ions with the total composition CH3ClINO at a distorted geometry.

energy: -927.61925 Ha
2S+1: 1
charge: 0

Last column: Mulliken charge in e.
Cartesian coordinates (Å):
C (0.06, 0.38, 0.25)  -0.559
N (-1.90, 1.57, -0.47)  -0.157
O (-0.98, 1.29, 0.43)  -0.029
Cl (-2.71, 2.93, 0.06)  -0.011
I (-3.70, -0.85, 0.31)  -0.032
H (-0.32, -0.59, -0.15)  0.242
H (0.44, 0.16, 1.22)  0.258
H (0.81, 0.74, -0.33)  0.288

---

No. 5
The following is a DFT calculation (ωB97M-V with the def2-TZVPD basis set) of a molecular structure, C6H5F3S at a distorted geometry.

energy: -929.22851 Ha
2S+1: 3
charge: 0

Last column: Mulliken spin population.
Cartesian coordinates (Å):
C (2.05, -1.02, 0.46)  0.176
C (1.42, 0.09, -0.12)  0.203
C (1.28, -1.64, 1.44)  0.664
C (0.14, 0.29, 0.40)  0.566
C (-0.91, 1.13, -0.14)  0.036
C (-1.86, 0.39, -1.02)  0.031
F (-0.40, 2.18, -0.77)  0.007
F (-1.09, -0.26, -1.94)  0.004
F (-2.71, 1.29, -1.68)  0.005
S (-0.24, -0.95, 1.58)  0.159
H (2.98, -1.19, 0.22)  0.014
H (1.88, 0.67, -0.84)  0.018
H (1.68, -2.35, 2.12)  0.027
H (-1.59, 1.63, 0.94)  0.091
H (-2.64, -0.26, -0.64)  -0.002

---

No. 6
The following is a DFT calculation (ωB97M-V with the def2-TZVPD basis set) of 2 unconnected molecules or ions with the total composition CF2N2O2 at a distorted geometry.

energy: -497.59848 Ha
2S+1: 1
charge: 0

Last column: Mulliken charge in e.
Cartesian coordinates (Å):
C (1.18, -0.02, -0.21)  0.637
N (-2.27, -0.80, -0.28)  0.189
N (0.60, 0.02, 0.90)  -0.205
O (-2.09, 0.17, 0.28)  0.015
O (-0.50, 0.66, 0.98)  -0.295
F (0.69, 0.44, -1.36)  -0.174
F (2.39, -0.46, -0.31)  -0.166

---

> Look up the charge of the third one.

+1